(1)
Molecular formula: C26H46Cl2FN2NaO4P
Method: DFT, wB97M-V/def2-TZVPD

HOMO level, eV: -8.951
Relative energy (zero: lowest compared OMol25 entry of this formula, charge and spin), kcal/mol: 36.4
Gap between HOMO and LUMO, eV: 3.880
Net charge: +1
Lowest unoccupied orbital energy, eV: -5.072

Positions of all 83 atoms, in Å:
C  -6.19371  -2.70270  2.03550
C  -4.91173  -1.99252  1.61251
O  -5.04351  -1.63966  0.21907
C  -4.69413  -0.35435  -0.07030
O  -5.15658  0.60925  0.49744
C  -3.69839  -0.21807  -1.21772
C  -2.57335  0.82388  -0.88288
C  -1.23494  0.24478  -1.36759
C  0.15809  0.91689  -1.28185
C  1.22052  -0.14749  -0.81440
C  2.58698  0.05106  -1.53891
C  3.29658  -1.25768  -1.93697
C  1.33246  -0.39743  0.73324
C  2.72406  -0.93748  1.18957
C  3.10894  -2.43720  1.01923
C  2.32186  -3.40696  0.10127
C  2.07644  -4.75089  0.79050
N  1.49897  -5.69063  -0.21215
P  0.07608  -1.48081  1.57466
C  -1.66597  -0.99048  1.76776
C  0.64287  -2.17205  3.18572
C  1.29463  1.04340  1.41616
C  0.99197  1.02105  2.92037
O  -0.20832  1.15146  3.29503
O  1.95829  0.93080  3.69363
C  0.22738  1.94455  0.83625
N  0.37095  2.27288  -0.62122
C  1.56101  3.02466  -1.05022
Cl  1.95862  3.17662  -2.79726
C  2.43130  3.74213  -0.32680
C  3.61750  4.46896  -0.90197
Cl  2.28847  4.01299  1.36284
C  -0.78964  3.26714  -0.90241
F  -0.40646  4.51320  -0.50044
C  -1.26812  3.37687  -2.35625
C  -1.03538  4.79569  -2.95579
H  -6.10186  -3.13814  3.02951
H  -7.04711  -2.03294  1.94452
H  -6.33213  -3.52038  1.32389
H  -4.68666  -1.14341  2.25747
H  -4.08921  -2.70641  1.69912
H  -4.27741  0.15943  -2.06448
H  -3.25716  -1.17656  -1.49103
H  -2.90825  1.74267  -1.35872
H  -2.65149  0.99828  0.19017
H  -1.18155  -0.73250  -0.87785
H  -1.42006  -0.04901  -2.40783
H  0.46339  1.06186  -2.32181
H  0.90505  -1.10817  -1.23958
H  3.26464  0.69849  -0.97892
H  2.42429  0.52212  -2.51433
H  3.80120  -1.11745  -2.89988
H  4.06492  -1.57610  -1.24079
H  2.56304  -2.04063  -2.12141
H  2.73986  -0.72781  2.26306
H  3.53559  -0.30512  0.82064
H  3.13892  -2.89688  2.01040
H  4.15360  -2.47544  0.69700
H  1.40494  -3.02076  -0.34009
H  2.96685  -3.67050  -0.74246
H  1.37025  -4.66360  1.61880
H  3.05587  -5.13402  1.08077
H  0.49323  -5.64484  -0.07584
H  1.72802  -6.63733  0.07521
H  -2.08336  -1.59825  2.57196
H  -1.94089  0.04051  2.01422
H  -2.24501  -1.28291  0.88761
H  -0.26342  -2.37399  3.75612
H  1.20888  -3.09311  3.07782
H  1.24979  -1.46981  3.76639
H  2.31633  1.41722  1.30087
H  -0.70129  1.38865  1.00181
H  0.03151  2.82494  1.43928
H  4.27104  4.82663  -0.11051
H  4.21506  3.81432  -1.53520
H  3.28359  5.34547  -1.46105
H  -1.57894  3.04111  -0.19090
H  -2.33964  3.22981  -2.46766
H  -0.79408  2.69249  -3.05964
H  -0.01140  5.14233  -2.85634
H  -1.77247  5.51486  -2.61162
H  -1.21147  4.67664  -4.03073
Na  1.52260  1.47703  -4.47619

***

(2)
Molecular formula: C26H46Cl2I2N5O2PS3Tc
Method: DFT, wB97M-V/def2-TZVPD

HOMO level (alpha / beta), eV: -12.487 / -12.484
Gap between HOMO and LUMO (alpha / beta), eV: 6.110 / 5.356
Spin multiplicity: 4
Expectation value of S²: 3.779
Net charge: +2
Lowest unoccupied orbital energy (alpha / beta), eV: -6.377 / -7.128

Positions of all 88 atoms, in Å:
Tc  0.35374  0.18998  1.03857
O  -2.46076  1.77148  5.58591
C  -1.40322  1.07827  6.04551
C  -1.28462  0.94132  7.42505
C  -0.22458  0.24938  7.97112
C  0.76006  -0.31469  7.15633
C  0.65457  -0.18311  5.79623
C  -0.42614  0.50478  5.21432
C  -0.46762  0.60036  3.76399
O  0.54623  0.14542  3.06027
N  -1.48847  1.14110  3.15567
N  -1.27698  1.22640  1.75725
C  -2.14446  1.99416  1.15634
S  -3.44560  2.65733  2.07764
C  -4.24233  3.42707  0.64021
C  -3.13854  3.89842  -0.27848
S  -2.01423  2.48701  -0.49736
H  -2.43264  1.76840  4.61719
H  -2.05074  1.39181  8.04520
H  -0.15378  0.14871  9.04821
H  1.59455  -0.84771  7.59464
H  1.40778  -0.60648  5.14360
H  -4.86382  4.24707  0.99742
H  -4.86927  2.68150  0.15652
H  -2.56722  4.71675  0.15236
H  -3.50663  4.18728  -1.26187
I  3.40881  -0.67965  1.86149
C  4.13037  -2.68876  1.88776
I  2.69827  -4.14688  2.43680
H  4.91691  -2.70665  2.62819
H  4.50329  -2.91959  0.90094
C  -4.37675  -3.31415  1.57068
N  -2.95671  -3.02054  1.77236
C  -2.27852  -2.07984  1.14847
N  -2.91135  -1.24864  0.33006
S  -0.57877  -2.01295  1.44189
H  -4.71735  -3.93323  2.39449
H  -4.54714  -3.85152  0.63647
H  -4.96481  -2.39630  1.57891
H  -2.42008  -3.63106  2.36590
H  -3.88576  -1.37376  0.10616
H  -2.37960  -0.59162  -0.20768
Cl  1.00211  4.50727  -0.29549
C  2.11668  4.02876  0.96876
Cl  1.85046  2.33098  1.53012
H  1.96593  4.65221  1.83478
H  3.12845  4.08206  0.59956
C  2.45223  2.04897  -2.21496
C  2.51676  0.63797  -2.83721
C  2.70687  0.73962  -4.35683
C  3.73276  -0.07427  -2.22823
P  0.95484  -0.31578  -2.35169
N  0.56915  0.04433  -0.80464
C  1.24574  -2.16941  -2.52491
C  2.13094  -2.66784  -1.37351
C  1.88583  -2.55000  -3.86526
C  -0.11607  -2.87383  -2.39527
C  -0.49228  0.22389  -3.43126
C  -0.47954  1.76227  -3.47246
C  -1.80523  -0.22236  -2.76632
C  -0.42014  -0.34165  -4.85370
H  3.46769  2.45430  -2.17449
H  2.05841  2.01714  -1.20313
H  1.84746  2.73906  -2.79906
H  3.66038  1.24494  -4.54175
H  1.93347  1.33291  -4.84277
H  2.75347  -0.23585  -4.84393
H  4.60523  0.57021  -2.36807
H  3.95218  -1.02196  -2.71550
H  3.61049  -0.23572  -1.15733
H  3.18413  -2.44331  -1.52947
H  2.03298  -3.75439  -1.31460
H  1.82074  -2.26200  -0.41842
H  2.86363  -2.09353  -4.01441
H  1.25603  -2.30029  -4.71922
H  2.03099  -3.63429  -3.86878
H  -0.65575  -2.54329  -1.50691
H  0.06196  -3.94746  -2.29840
H  -0.73879  -2.72958  -3.27649
H  -0.38690  2.19389  -2.47635
H  -1.42339  2.10578  -3.90711
H  0.31945  2.15170  -4.09892
H  -1.78177  0.00913  -1.70496
H  -2.01070  -1.28112  -2.90912
H  -2.63264  0.33939  -3.21151
H  0.51524  -0.09918  -5.35976
H  -1.23309  0.09780  -5.44122
H  -0.55253  -1.42437  -4.87454

***

(3)
Molecular formula: C26H46N6O5
Method: DFT, wB97M-V/def2-TZVPD

HOMO level, eV: -9.144
Relative energy (zero: lowest compared OMol25 entry of this formula, charge and spin), kcal/mol: 0.0
Gap between HOMO and LUMO, eV: 9.743
Lowest unoccupied orbital energy, eV: 0.599
Structure (SMILES): CC[C@@H](C)[C@@H](C(=O)N1CCN(C(=O)OC(C)(C)C)CC1)n1cc(CCCCNC(=O)OC(C)(C)C)nn1

Positions of all 83 atoms, in Å:
C  -6.34523  1.41398  -0.19931
C  -6.10115  2.21870  1.07149
C  -4.64874  2.67374  1.26158
C  -4.54289  3.50541  2.53936
C  -3.71082  1.44852  1.30990
C  -3.26388  1.03620  -0.10700
O  -3.37003  1.78784  -1.05556
N  -2.76885  -0.21722  -0.23401
C  -2.24936  -1.05800  0.82384
C  -0.71732  -0.96437  0.81225
N  -0.22881  -1.37980  -0.48220
C  0.65493  -2.40531  -0.56958
O  1.16116  -2.89549  0.42034
O  0.87179  -2.78063  -1.83112
C  1.76089  -3.89443  -2.10873
C  3.15410  -3.63724  -1.53575
C  1.80344  -3.95497  -3.63613
C  1.16356  -5.18289  -1.54281
C  -0.77551  -0.64129  -1.59546
C  -2.30663  -0.65636  -1.53877
N  -2.52822  1.67422  2.09802
C  -1.45858  2.45741  1.83253
C  -0.60823  2.25439  2.90334
C  0.74874  2.80433  3.15954
C  1.83988  1.92803  2.52986
C  1.96537  0.56837  3.21311
C  3.12202  -0.25726  2.63744
N  2.95785  -0.55927  1.23360
C  3.49208  0.23477  0.28566
O  4.19654  1.19082  0.51603
O  3.12926  -0.19115  -0.94984
C  3.51717  0.58813  -2.10677
C  2.89097  1.98205  -2.02736
C  2.94654  -0.17623  -3.30369
C  5.03904  0.67858  -2.22243
N  -1.20822  1.37224  3.73081
N  -2.34294  1.03372  3.24708
H  -5.85345  0.44436  -0.15754
H  -7.41149  1.24651  -0.33363
H  -5.96543  1.94830  -1.06602
H  -6.72926  3.11134  1.04332
H  -6.40560  1.63074  1.94174
H  -4.35750  3.28663  0.40224
H  -5.28663  4.29790  2.52393
H  -4.71973  2.88406  3.41549
H  -3.56403  3.96868  2.63831
H  -4.23726  0.62113  1.79767
H  -2.54796  -2.09089  0.61513
H  -2.62946  -0.77759  1.80368
H  -0.40694  0.06876  1.00763
H  -0.28623  -1.61996  1.56959
H  3.44813  -2.60791  -1.72295
H  3.16117  -3.80243  -0.46236
H  3.87022  -4.30792  -2.00269
H  2.23058  -3.04055  -4.03727
H  0.79734  -4.06869  -4.03203
H  2.40571  -4.79974  -3.95620
H  1.08221  -5.11397  -0.46134
H  0.17453  -5.35687  -1.96212
H  1.80575  -6.02232  -1.79325
H  -0.42695  0.39799  -1.53535
H  -0.42787  -1.08453  -2.52690
H  -2.67751  -1.67140  -1.70958
H  -2.71818  0.01784  -2.29072
H  -1.39306  3.06617  0.95563
H  0.90560  2.85811  4.23757
H  0.81013  3.81134  2.74166
H  1.61979  1.78914  1.46876
H  2.79617  2.44874  2.59581
H  2.15257  0.71776  4.27776
H  1.03028  0.01374  3.11977
H  4.05186  0.30962  2.73483
H  3.21350  -1.19850  3.18377
H  2.38063  -1.34479  0.96727
H  1.80747  1.90224  -1.95998
H  3.14755  2.55235  -2.91564
H  3.26389  2.50739  -1.15250
H  1.91188  -0.44705  -3.11180
H  2.99554  0.44332  -4.19464
H  3.51820  -1.08387  -3.47864
H  5.47507  -0.31796  -2.18834
H  5.44491  1.26477  -1.40351
H  5.30393  1.14846  -3.16583

***

(4)
Molecular formula: C26H46NO12P
Method: DFT, wB97M-V/def2-TZVPD

HOMO level, eV: -7.830
Gap between HOMO and LUMO, eV: 8.249
Lowest unoccupied orbital energy, eV: 0.419
Structure (SMILES): CCCNPOC[C@H](C)O.O=C1CCCO1.O=C1CCCO1.O=C1CCCO1.O=C1CCCO1.O=C1CCCO1

Positions of all 86 atoms, in Å:
C  -5.19788  -0.04753  -3.14542
C  -3.88135  0.76038  -3.34532
C  -2.78324  0.46846  -2.29777
N  -2.00842  -0.76682  -2.61959
P  -1.19546  -1.33496  -1.16061
O  -1.80778  -2.90880  -0.89602
C  -0.74108  -3.86191  -0.86034
C  -1.27734  -5.28470  -0.52084
C  -1.86937  -5.93633  -1.82498
O  -2.29757  -5.11601  0.46081
H  -5.47011  -0.22574  -2.09276
H  -6.01697  0.55836  -3.58457
H  -5.21545  -1.01041  -3.68261
H  -4.14086  1.82810  -3.28617
H  -3.50337  0.58595  -4.36652
H  -3.13735  0.46605  -1.25635
H  -2.05628  1.30791  -2.37800
H  -1.28498  -0.52040  -3.28799
H  0.21807  -1.42802  -1.42774
H  -0.00784  -3.59452  -0.08014
H  -0.19800  -3.89921  -1.82607
H  -0.47895  -5.94695  -0.14077
H  -1.83242  -7.03423  -1.75014
H  -1.28457  -5.54738  -2.67231
H  -2.91796  -5.60341  -1.89633
H  -2.95349  -5.79351  0.31869
O  -2.46232  3.27544  -4.83428
C  -2.39191  4.12411  -3.99509
C  -1.77366  5.49179  -4.15516
C  -1.61736  5.94770  -2.71205
C  -2.75506  5.21995  -2.02255
O  -2.90971  3.98961  -2.74787
H  -2.46410  6.12747  -4.71250
H  -0.81798  5.42755  -4.66913
H  -1.65700  7.02857  -2.58241
H  -0.66059  5.59714  -2.31815
H  -3.69577  5.77433  -2.07452
H  -2.53408  5.00018  -0.97931
O  1.25214  -1.15342  1.58413
C  0.64232  -1.77512  2.40826
C  0.21845  -1.28137  3.76925
C  -0.14187  -2.57269  4.48392
C  -0.58913  -3.45957  3.33886
O  0.19933  -3.03866  2.21069
H  -0.64646  -0.62484  3.65431
H  1.03247  -0.75452  4.26117
H  -0.89702  -2.45270  5.25356
H  0.75166  -2.99521  4.95162
H  -1.64472  -3.32486  3.09302
H  -0.40784  -4.51495  3.53597
O  3.09892  1.23640  -4.86846
C  3.26227  0.16240  -4.36805
C  2.33452  -0.50917  -3.38553
C  3.21386  -1.60793  -2.80935
C  4.15412  -1.89993  -3.96280
O  4.31385  -0.64558  -4.64616
H  1.47787  -0.91531  -3.92759
H  2.00602  0.18875  -2.61851
H  2.66194  -2.48387  -2.47016
H  3.77882  -1.21822  -1.95927
H  3.73868  -2.62763  -4.66486
H  5.12633  -2.25412  -3.62408
O  -2.04142  0.05359  6.28976
C  -1.12837  -0.03727  7.05576
C  -0.84143  0.87263  8.22456
C  0.60076  0.52270  8.55977
C  0.68944  -0.92533  8.11730
O  -0.20965  -1.03420  7.00056
H  -1.52309  0.62424  9.04009
H  -0.95343  1.91590  7.94087
H  0.85969  0.66866  9.60763
H  1.27595  1.13568  7.95855
H  0.36206  -1.61954  8.89558
H  1.69498  -1.19938  7.80153
O  4.85915  3.60533  1.79274
C  4.62827  3.45034  0.63007
C  3.83598  2.32167  0.01562
C  4.21094  2.42880  -1.45544
C  4.50213  3.90820  -1.60558
O  5.02726  4.31947  -0.33241
H  2.77277  2.50543  0.18148
H  4.12596  1.36536  0.44370
H  3.43851  2.07170  -2.13555
H  5.11936  1.85166  -1.64559
H  3.60054  4.49015  -1.81447
H  5.23672  4.10812  -2.38359

***

(5)
Molecular formula: C26H47F5N3O5S
Method: DFT, wB97M-V/def2-TZVPD

HOMO level, eV: -11.576
Gap between HOMO and LUMO, eV: 5.186
Net charge: +1
Lowest unoccupied orbital energy, eV: -6.390

Positions of all 87 atoms, in Å:
C  -0.51544  4.37404  -3.17336
C  -1.49644  3.32517  -3.70780
C  -0.82106  2.05037  -4.22418
C  0.02963  1.35075  -3.13293
C  1.51688  1.75160  -3.22112
C  -0.23911  -0.17469  -3.07025
S  0.03856  -1.08456  -4.69048
O  -1.03359  -0.74706  -5.57017
O  0.31159  -2.45920  -4.39622
C  1.57862  -0.50546  -5.58587
F  1.78564  -1.42627  -6.50748
F  1.39284  0.65893  -6.17463
F  2.63759  -0.45228  -4.79894
N  -1.70821  -0.35562  -2.94889
C  -1.87231  -1.74752  -2.56881
O  -2.76756  -2.43747  -2.89187
C  -0.72430  -2.14051  -1.62074
F  -1.37081  -1.99568  -0.36185
C  -0.20178  -3.55868  -1.71654
C  0.33657  -4.15401  -0.41023
C  1.68872  -3.64947  0.10042
C  2.88399  -4.15103  -0.70875
C  4.16530  -3.39413  -0.40841
O  4.02246  -2.03141  -0.77172
C  5.19809  -1.27873  -0.56067
C  0.30396  -0.97506  -1.81412
F  1.57854  -1.42847  -2.07185
C  0.35663  -0.19294  -0.50340
N  1.38517  0.84745  -0.45168
H  -0.14715  4.13713  -2.17117
H  0.35868  4.44459  -3.82758
H  -0.97530  5.36331  -3.15187
H  -2.24533  3.07369  -2.94829
H  -2.02353  3.77008  -4.55670
H  -0.16948  2.34315  -5.05202
H  -1.57394  1.38528  -4.64146
H  -0.33936  1.71794  -2.16692
H  2.17894  0.92661  -2.97162
H  1.73566  2.52519  -2.48769
H  1.77164  2.12530  -4.21178
H  -2.01269  0.19720  -2.14662
H  -1.02244  -4.18904  -2.06921
H  0.56596  -3.60366  -2.48159
H  -0.40672  -4.08287  0.38697
H  0.45133  -5.22467  -0.61744
H  1.79896  -4.01027  1.13019
H  1.74334  -2.55863  0.15081
H  2.68131  -4.15096  -1.78328
H  3.08328  -5.19432  -0.43511
H  5.00361  -3.83452  -0.96392
H  4.40135  -3.46733  0.66546
H  6.09627  -1.89244  -0.67961
H  5.22836  -0.47875  -1.30300
H  5.20211  -0.82225  0.43773
H  -0.61849  0.25459  -0.29401
H  0.52980  -0.92746  0.28925
H  1.20097  1.42868  0.35941
H  2.27776  0.40532  -0.24829
C  -1.20222  1.76432  6.31980
C  -0.98526  2.18217  4.85893
C  -2.14717  3.04982  4.33086
C  -3.45740  2.29501  4.14519
C  -3.28319  1.08309  3.23879
C  -2.18584  0.10214  3.70123
N  -0.97220  0.99725  3.90147
O  -0.24712  1.10824  2.94794
C  -2.59467  -0.64140  4.97790
C  -1.86647  -0.92907  2.63343
C  0.34734  2.90717  4.75611
H  -2.24161  1.57989  6.56927
H  -0.61807  0.88210  6.58031
H  -0.86539  2.58052  6.95459
H  -1.84192  3.49277  3.37785
H  -2.25998  3.86639  5.04494
H  -3.87076  1.99635  5.11004
H  -4.19106  2.96679  3.69925
H  -4.20249  0.50040  3.17608
H  -3.04210  1.41611  2.22436
H  -1.75315  -1.18347  5.40912
H  -3.35354  -1.37032  4.70251
H  -3.02733  -0.00624  5.74194
H  -1.64553  -0.49153  1.66268
H  -2.73687  -1.57005  2.51130
H  -1.02433  -1.55748  2.92660
H  1.17350  2.25622  5.04408
H  0.31862  3.74703  5.44631
H  0.54117  3.29682  3.75900